DFT (ωB97M-V/def2-TZVPD) results for the ion C6H6NO3 with charge -1 in a non-equilibrium geometry.

Its total charge is -1. The calculation puts the HOMO energy at -0.1692 Ha. The calculation puts the frontier orbital gap at 7.727 eV. The calculation puts the relative energy (zero: lowest compared OMol25 entry of this formula, charge and spin) at 29.62 kcal/mol.

Each line ends with the Mulliken charge.
Cartesian coordinates (Å):
C: -3.622 -1.033 0.160  0.04
C: -2.528 -0.243 -0.119  0.30
C: -1.404 -0.763 -0.477  0.61
C: -2.769 1.329 -0.043  0.27
C: 0.232 0.566 0.859  -0.97
C: -0.181 0.288 -0.532  -0.62
N: -4.563 -1.654 0.500  -0.63
O: -2.669 1.767 1.087  -0.69
O: -2.968 1.835 -1.116  -0.68
O: -1.220 -2.127 -0.589  -0.56
H: 0.885 -0.135 1.371  0.31
H: -0.670 0.811 1.487  0.31
H: 0.922 1.488 0.945  0.25
H: -0.497 1.222 -0.983  0.27
H: 0.605 -0.092 -1.238  0.45
H: -0.276 -2.358 -0.990  0.33

Force components x, y, z for each atom (eV/Å):
-3.65 -2.44 1.48
-1.63 1.39 -0.11
3.83 1.07 -0.67
0.64 -2.13 0.60
1.45 2.35 2.29
-0.74 -2.40 -1.73
2.02 1.29 -0.93
-0.02 1.00 1.89
-0.60 1.37 -2.38
3.16 -0.51 -1.27
-0.36 -0.86 -0.12
0.95 -0.32 -0.60
-1.16 -0.89 -0.48
-0.55 -0.14 -0.13
-0.27 0.10 0.82
-3.06 1.12 1.35

***

DFT (ωB97M-V/def2-TZVPD) results for the molecule C5H8O in a non-equilibrium geometry.

The calculation puts the HOMO energy at -0.3783 Ha. The calculation puts the frontier orbital gap at 11.345 eV. The calculation puts the relative energy (zero: lowest compared OMol25 entry of this formula, charge and spin) at 66.44 kcal/mol.

Each line ends with the Mulliken charge.
Cartesian coordinates (Å):
C: -1.339 1.062 -0.106  -1.08
C: -0.982 -0.382 0.227  -0.39
C: 0.423 -0.388 0.829  0.06
O: 0.875 -1.641 1.275  -0.52
C: 1.436 -0.035 -0.402  -0.93
C: 2.079 0.127 -1.433  0.33
H: -1.387 1.669 0.807  0.31
H: -2.302 1.135 -0.613  0.32
H: -0.565 1.492 -0.751  0.32
H: -0.954 -1.020 -0.661  0.25
H: -1.730 -0.808 0.914  0.32
H: 0.375 0.260 1.741  0.28
H: 1.446 -1.830 0.527  0.34
H: 2.625 0.358 -2.354  0.40

Force components x, y, z for each atom (eV/Å):
-0.08 0.09 -0.09
0.08 0.00 -0.14
0.66 0.65 -1.16
0.08 -0.15 -0.39
-0.62 0.78 0.36
-0.84 0.01 1.28
-0.02 -0.12 -0.17
0.06 0.02 0.02
-0.22 0.02 0.03
-0.18 0.12 -0.02
0.47 0.04 0.04
0.76 0.17 -1.11
0.34 -1.25 0.36
-0.48 -0.38 0.99

***

DFT (ωB97M-V/def2-TZVPD) results for the molecule H6N4P2 in a non-equilibrium geometry.

The calculation puts the HOMO energy at -0.3016 Ha. The calculation puts the frontier orbital gap at 7.597 eV. The calculation puts the relative energy (zero: lowest compared OMol25 entry of this formula, charge and spin) at 36.15 kcal/mol.

Each line ends with the Mulliken charge.
Cartesian coordinates (Å):
N: 2.128 -0.795 -1.389  -0.60
N: -1.320 -0.979 1.595  -0.60
N: -1.674 0.146 -0.610  -0.43
N: 1.531 0.590 0.438  -0.40
P: -1.021 -1.180 0.092  0.26
P: 1.466 -0.980 0.000  0.29
H: 1.904 -1.393 -2.148  0.22
H: -1.181 -1.857 2.065  0.25
H: -2.141 0.848 -0.037  0.27
H: -1.780 0.568 -1.581  0.23
H: 1.921 1.368 -0.102  0.28
H: 1.381 1.006 1.325  0.20

Force components x, y, z for each atom (eV/Å):
-0.18 0.21 -0.52
-0.55 0.24 0.35
-1.28 2.82 -1.80
0.45 2.28 0.75
-1.55 -0.59 -1.10
1.98 0.33 -0.43
0.18 -1.01 -0.44
0.37 -0.25 0.55
0.25 -0.53 0.55
0.96 -1.82 1.45
-0.12 -1.12 -0.66
-0.51 -0.55 1.30

***

DFT (ωB97M-V/def2-TZVPD) results for a structure of composition C20H21BN6Pt in a non-equilibrium geometry.

Its spin multiplicity is 3. The calculation puts the HOMO energy (spin up / spin down) at -0.2908 / -0.2985 Ha. The calculation puts the frontier orbital gap (spin up / spin down) at 8.295 / 5.718 eV. The calculation puts the relative energy (zero: lowest compared OMol25 entry of this formula, charge and spin) at 57.85 kcal/mol. As for the expectation value of S²: 2.02.

Each line ends with the Mulliken spin population.
Cartesian coordinates (Å):
H: 0.610 3.521 -0.214  0.00
N: -0.119 1.821 -1.248  0.08
B: -1.358 0.377 -3.166  0.01
N: -0.703 1.654 -2.540  0.01
C: -0.396 2.744 -3.287  0.01
Pt: 0.618 0.611 0.245  1.52
H: -0.590 2.715 -4.359  0.00
C: 0.147 3.706 -2.440  0.01
H: 0.403 4.697 -2.732  0.00
C: 0.285 3.113 -1.166  0.01
H: -1.344 0.412 -4.387  0.00
C: -3.043 -3.202 2.574  0.00
H: -2.841 -3.479 3.630  0.00
H: -2.386 -2.357 2.286  0.00
H: -2.841 -4.066 1.906  0.00
N: -3.177 0.065 -3.173  0.00
N: -0.274 -0.647 -2.622  0.01
N: -3.723 0.046 -1.960  0.00
N: 0.366 -0.680 -1.343  0.10
C: -4.220 -0.233 -4.063  0.00
C: 0.382 -1.511 -3.440  0.01
H: -4.125 -0.222 -5.123  0.00
H: 0.169 -1.490 -4.517  0.00
C: -5.372 -0.561 -3.332  0.00
C: 1.282 -2.238 -2.678  0.01
C: -4.991 -0.402 -1.985  0.00
C: 1.219 -1.740 -1.361  0.00
H: -6.349 -0.847 -3.673  0.00
H: 1.944 -2.990 -3.069  0.00
H: -5.473 -0.563 -1.061  0.00
H: 1.677 -2.094 -0.440  0.00
H: -4.037 -2.902 2.472  0.00
C: 5.259 0.305 3.057  -0.02
C: 4.733 0.314 1.746  0.03
C: 3.372 0.509 1.520  0.01
C: 2.516 0.603 2.594  -0.04
C: 1.116 0.581 2.237  0.06
C: 0.202 0.464 3.278  0.10
C: 0.711 0.375 4.603  -0.05
C: 2.055 0.422 4.946  0.09
C: 3.030 0.512 3.947  -0.02
C: 4.426 0.402 4.162  0.02
H: 6.326 0.182 3.191  0.00
H: 5.337 0.158 0.862  0.00
H: 2.861 0.565 0.518  0.02
H: -0.869 0.419 3.067  0.01
H: -0.027 0.224 5.381  0.00
H: 2.361 0.358 5.984  0.01
H: 4.850 0.350 5.172  0.00

Force components x, y, z for each atom (eV/Å):
0.18 -0.13 -0.34
-2.02 2.47 -1.81
-0.64 -0.24 -0.77
0.79 0.78 0.65
-0.50 -0.29 1.56
-0.12 -0.13 2.03
-0.15 0.27 0.49
0.10 -0.22 0.15
0.23 0.43 -0.01
-0.70 -0.94 -1.90
0.74 0.10 0.54
2.14 -0.55 0.21
-0.09 0.12 -0.69
-0.31 -0.53 0.16
-0.10 0.54 0.47
-0.10 0.52 0.68
0.86 -0.55 0.66
0.19 -1.00 2.16
-0.99 -3.05 -2.05
0.37 -0.38 0.88
-0.56 0.37 1.05
0.35 -0.01 -0.51
0.00 -0.29 0.75
1.21 0.37 0.11
0.36 -0.19 0.07
2.18 1.08 -1.76
-1.11 0.95 -1.63
0.00 -0.04 -0.39
0.01 -0.15 0.14
-0.69 -0.02 0.65
0.13 0.33 -0.36
-1.63 0.43 -0.16
-0.40 -0.10 0.16
-1.03 0.28 -0.79
1.66 -0.07 -0.52
-0.73 -0.40 0.66
-0.62 0.13 0.60
0.99 0.03 -0.37
-0.16 -0.01 0.27
-1.21 0.02 0.07
-0.41 0.04 -1.30
0.26 0.06 -0.70
-0.03 0.00 0.02
0.44 0.08 0.22
1.15 -0.15 0.58
0.30 -0.04 0.26
0.09 0.12 0.19
-0.11 -0.07 0.00
-0.33 0.05 -0.39

***

DFT (ωB97M-V/def2-TZVPD) results for the molecule C2H3ClF2 in a non-equilibrium geometry.

The calculation puts the HOMO energy at -0.4137 Ha. The calculation puts the frontier orbital gap at 11.563 eV. The calculation puts the relative energy (zero: lowest compared OMol25 entry of this formula, charge and spin) at 13.92 kcal/mol.

Each line ends with the Mulliken charge.
Cartesian coordinates (Å):
C: -0.650 -1.346 0.796  -0.96
C: -0.179 -0.348 -0.240  0.65
H: 0.124 -1.778 1.400  0.34
H: -1.078 -2.247 0.218  0.29
H: -1.443 -0.862 1.386  0.31
F: -1.264 0.270 -0.824  -0.20
F: 0.590 -0.900 -1.176  -0.17
Cl: 0.791 1.219 0.686  -0.25

Force components x, y, z for each atom (eV/Å):
-1.19 -0.78 -1.26
-0.43 1.57 0.88
0.54 0.32 0.33
0.36 1.50 0.68
0.45 -0.35 -0.12
1.62 -0.81 0.41
-0.24 0.86 0.47
-1.12 -2.31 -1.39

***

DFT (ωB97M-V/def2-TZVPD) results for a cluster of 14 separate species, H28O14 in total in a non-equilibrium geometry.

The calculation puts the HOMO energy at -0.3786 Ha. The calculation puts the frontier orbital gap at 9.733 eV. The calculation puts the relative energy (zero: lowest compared OMol25 entry of this formula, charge and spin) at 58.91 kcal/mol.

Each line ends with the Mulliken charge.
Cartesian coordinates (Å):
O: -0.021 1.324 2.371  -0.58
H: -0.573 1.526 1.635  0.24
H: -0.315 1.771 3.138  0.28
O: -0.833 -0.705 3.923  -0.75
H: 0.001 -0.936 4.301  0.33
H: -0.484 -0.027 3.307  0.46
O: -0.370 1.672 -2.578  -0.63
H: -0.088 1.680 -3.503  0.36
H: -0.165 0.809 -2.256  0.05
O: -3.513 -1.758 1.417  -0.63
H: -2.705 -1.284 1.575  0.31
H: -3.004 -2.546 1.295  0.32
O: -0.594 -1.849 1.663  -0.64
H: 0.087 -2.564 1.377  0.29
H: -0.631 -1.953 2.620  0.34
O: 1.983 0.021 -3.566  -0.62
H: 1.281 -0.434 -3.028  0.44
H: 1.902 -0.227 -4.522  0.28
O: -0.306 -1.200 -2.553  -0.66
H: -0.454 -1.088 -1.594  0.25
H: -0.277 -2.101 -2.779  0.29
O: -2.814 -2.153 -1.253  -0.62
H: -2.136 -2.404 -0.644  0.22
H: -2.760 -1.184 -1.287  0.42
O: 2.182 -0.776 2.420  -0.58
H: 2.017 -1.055 3.335  0.29
H: 1.423 -0.390 2.034  0.25
O: -2.801 0.478 -1.832  -0.75
H: -2.065 0.552 -1.254  0.41
H: -3.616 0.454 -1.325  0.34
O: 2.675 2.362 1.847  -0.64
H: 3.622 2.149 1.850  0.29
H: 2.237 1.590 1.435  0.31
O: -0.581 -0.053 -0.235  -0.21
H: -0.389 -0.740 0.400  0.04
H: 0.296 0.380 -0.416  0.54
O: 1.896 0.669 -0.423  -0.60
H: 2.161 -0.260 -0.336  0.29
H: 2.456 1.009 -1.139  0.28
O: 2.086 3.093 -2.041  -0.67
H: 1.407 2.411 -1.994  0.37
H: 1.797 3.734 -1.374  0.34

Force components x, y, z for each atom (eV/Å):
1.32 -1.30 -0.33
-0.88 0.36 -0.85
-0.50 1.30 0.97
-0.06 0.31 -0.12
0.70 -0.61 1.24
-0.75 0.04 -0.35
0.13 1.37 -0.14
-0.03 -0.15 0.26
-0.03 -0.92 -0.30
0.00 0.28 0.48
0.23 1.68 0.43
-0.56 -1.78 -0.44
2.20 -2.92 -1.66
-1.73 1.68 0.66
-0.35 0.49 0.59
-0.15 -0.33 -0.40
0.45 0.09 -1.32
-0.17 0.14 1.58
0.68 1.64 0.25
-0.33 -0.24 -0.38
-0.22 -1.80 -0.32
-0.26 -0.42 -0.65
0.45 -0.32 0.59
-0.10 -0.17 -0.46
1.83 -1.17 0.62
-0.14 0.39 -0.67
-1.53 0.72 0.04
-1.51 -0.13 -1.23
0.84 0.46 1.09
0.01 0.29 0.28
0.16 -0.40 -0.11
-0.49 0.03 -0.06
0.53 0.72 0.28
0.41 1.01 -0.54
-0.25 -0.35 0.96
-0.50 -0.03 0.25
0.48 -0.71 -0.05
0.19 0.19 0.00
0.01 0.37 -0.02
0.28 0.20 0.48
-0.56 0.16 -0.45
0.22 -0.17 -0.20